Density functional theory data (the ωB97M-V functional and the def2-TZVPD basis) for the molecule CH2Cl2FPS in a non-equilibrium geometry.

Geometry (Å):
H  -0.88159  -1.71664  0.40484
F  -0.56431  0.05119  0.13136
P  1.76413  -1.45533  -0.35549
Cl  1.85660  -2.79829  -1.84442
S  2.42107  -2.03779  2.00826
H  -0.50549  -1.23873  -1.41130
C  -0.18171  -1.21420  -0.32402
Cl  2.63087  0.13720  -1.22685

Computed properties:
Multiplicity: 3
LUMO level (alpha / beta) (eV): 0.07 / -2.23
Kohn-Sham gap (alpha / beta) (eV): 7.72 / 6.97
HOMO level (alpha / beta) (eV): -7.64 / -9.20

***

Density functional theory data (the ωB97M-V functional and the def2-TZVPD basis) for a structure of composition CH2Cl2NO2P in a non-equilibrium geometry.

Geometry (Å):
O  -0.50976  -0.14206  0.89001
O  -0.69547  -0.06346  -1.25189
C  -1.37050  0.30555  -0.14057
H  1.91174  0.26060  0.85060
N  1.92355  -0.34504  0.04922
P  0.45492  -1.14589  -0.10796
H  2.84998  -0.58899  -0.21145
Cl  -1.54163  2.06337  -0.10051
Cl  -3.02284  -0.34408  0.02256

Computed properties:
Multiplicity: 1
LUMO level (eV): -0.18
Kohn-Sham gap (eV): 10.08
HOMO level (eV): -10.26

***

Density functional theory data (the ωB97M-V functional and the def2-TZVPD basis) for the molecule CH2Cl2O2P2 in a non-equilibrium geometry.

Geometry (Å):
Cl  -3.12798  -0.27276  -0.29617
C  1.79352  -0.06021  0.02971
Cl  -0.98104  1.49428  1.28580
O  -0.70091  -1.19738  0.37297
P  -1.30031  0.17454  -0.26201
P  1.00874  -1.20718  1.03262
H  2.81630  -0.14714  0.02185
H  1.30453  0.51426  -0.69147
O  -0.81284  0.70158  -1.49331

Computed properties:
Multiplicity: 3
LUMO level (alpha / beta) (eV): 0.45 / -2.94
Kohn-Sham gap (alpha / beta) (eV): 7.80 / 8.09
HOMO level (alpha / beta) (eV): -7.35 / -11.03

***

Density functional theory data (the ωB97M-V functional and the def2-TZVPD basis) for a structure of composition CH2Cl3Hg in a non-equilibrium geometry.

Geometry (Å):
C  -3.36045  20.49891  -2.67845
H  -3.08447  20.38509  -3.72677
Cl  -1.90586  20.81321  -1.75407
Cl  -4.44654  21.86472  -2.63990
Hg  -4.36582  15.57826  -2.69565
Cl  -4.62851  17.64408  -4.38968
H  -3.85679  19.61188  -2.28484

Computed properties:
Multiplicity: 2
LUMO level (alpha / beta) (eV): -0.06 / -3.57
Kohn-Sham gap (alpha / beta) (eV): 9.85 / 7.10
HOMO level (alpha / beta) (eV): -9.91 / -10.67

***

Density functional theory data (the ωB97M-V functional and the def2-TZVPD basis) for the molecule CH2Cl4N2 in a non-equilibrium geometry.

Geometry (Å):
H  -1.30036  0.27820  1.03677
Cl  -1.56081  1.58376  -1.14242
N  0.18214  -0.28047  -0.38963
H  -1.88308  -0.71668  -0.35973
Cl  2.69032  -0.00757  -0.74016
C  -1.16726  0.17900  -0.07172
Cl  1.46281  0.48493  1.75688
N  1.28260  0.47324  0.02674
Cl  0.29363  -1.99442  -0.11674

Computed properties:
Multiplicity: 1
LUMO level (eV): -0.18
Kohn-Sham gap (eV): 9.67
HOMO level (eV): -9.85
Structure (SMILES): ClCN(Cl)N(Cl)Cl

***

Density functional theory data (the ωB97M-V functional and the def2-TZVPD basis) for a structure of composition CH2ClI in a non-equilibrium geometry.

Geometry (Å):
C  1.58014  -1.94353  1.17311
I  2.30783  -2.99696  -0.51219
H  0.12067  -1.02716  -1.05088
Cl  2.40663  -2.12179  2.55683
H  0.21378  -0.86350  -0.16168

Computed properties:
Multiplicity: 1
LUMO level (eV): -1.31
Kohn-Sham gap (eV): 7.73
HOMO level (eV): -9.03

***

Density functional theory data (the ωB97M-V functional and the def2-TZVPD basis) for the molecule CH2ClI3Si in a non-equilibrium geometry.

Geometry (Å):
Si  -0.64683  -0.49834  0.05221
I  -1.56512  -0.85530  2.30792
Cl  1.23306  1.70057  1.04223
I  -0.85386  -2.49418  -1.39425
C  1.13138  0.24409  -0.02180
I  -2.29815  1.65278  -1.48332
H  1.81864  -0.48123  0.53601
H  1.18087  0.73162  -1.03899

Computed properties:
Multiplicity: 1
LUMO level (eV): -1.88
Kohn-Sham gap (eV): 7.31
HOMO level (eV): -9.19
Structure (SMILES): ClC[Si](I)(I)I

***

Density functional theory data (the ωB97M-V functional and the def2-TZVPD basis) for a cluster of 2 separate species, CH2ClIN2O in total in a non-equilibrium geometry.

Geometry (Å):
C  -0.16521  -0.53319  -0.32000
H  -0.72726  1.21610  0.09101
N  -0.84851  0.53373  -0.67724
N  1.19717  0.43789  0.89900
O  -0.21623  -1.71072  -0.45324
Cl  1.56244  -0.79128  2.11612
H  1.87073  0.32386  0.09877
I  -2.67314  0.52360  -1.75441

Computed properties:
Multiplicity: 3
LUMO level (alpha / beta) (eV): 0.40 / -4.10
Kohn-Sham gap (alpha / beta) (eV): 8.21 / 4.79
HOMO level (alpha / beta) (eV): -7.81 / -8.89

***

Density functional theory data (the ωB97M-V functional and the def2-TZVPD basis) for a structure of composition CH2ClIO in a non-equilibrium geometry.

Geometry (Å):
I  -2.68086  -0.31644  0.12144
H  0.27568  -0.77888  -1.75272
C  -0.01348  -0.44490  -0.84629
O  -1.37797  -0.16893  -1.15779
H  0.42202  0.53855  -0.48448
Cl  0.16689  -1.55457  0.48440

Computed properties:
Multiplicity: 1
LUMO level (eV): -0.05
Kohn-Sham gap (eV): 9.05
HOMO level (eV): -9.10

***

Density functional theory data (the ωB97M-V functional and the def2-TZVPD basis) for the ion CH2ClN2O2 with charge -1 in a non-equilibrium geometry.

Geometry (Å):
O  2.35012  0.61388  0.54870
C  -0.90361  -0.32899  0.16003
H  -0.66862  -0.68705  -0.82656
H  -1.59869  -0.90976  0.88936
O  1.25361  -0.32635  -1.14951
N  1.31669  0.16604  0.04632
N  0.23156  0.11558  0.74615
Cl  -1.98105  1.35665  -0.41450

Computed properties:
Multiplicity: 1
LUMO level (eV): 4.07
Total charge: -1
Kohn-Sham gap (eV): 8.83
HOMO level (eV): -4.77
Structure (SMILES): [O-][N+]([O-])=NCCl

***

Density functional theory data (the ωB97M-V functional and the def2-TZVPD basis) for a cluster of 2 separate species, CH2ClN2O2 in total in a non-equilibrium geometry.

Geometry (Å):
C  -0.07977  -0.85715  0.08982
H  0.17468  0.22560  -1.25680
N  -1.23486  -1.42172  -0.15782
Cl  1.22805  -1.93664  0.10729
H  -0.14975  -0.29983  1.03487
O  -2.08810  0.49514  0.48208
O  -3.37169  -1.15287  -0.16356
N  -2.26742  -0.65197  0.07531

Computed properties:
Multiplicity: 3
LUMO level (alpha / beta) (eV): 3.70 / 2.48
Total charge: -1
Kohn-Sham gap (alpha / beta) (eV): 5.00 / 7.98
HOMO level (alpha / beta) (eV): -1.30 / -5.50

***

Density functional theory data (the ωB97M-V functional and the def2-TZVPD basis) for the molecule CH2ClN2OP in a non-equilibrium geometry.

Geometry (Å):
H  -1.65696  0.50800  0.79760
N  0.73468  1.12059  -0.54336
N  -0.41876  0.86570  -0.77167
C  -1.02204  -0.16305  0.07694
P  1.40974  0.11244  0.75273
Cl  2.46202  -1.01042  -0.59137
H  -1.51294  -0.72295  -0.62520
O  0.00426  -0.71033  0.90433

Computed properties:
Multiplicity: 1
LUMO level (eV): 0.05
Kohn-Sham gap (eV): 9.50
HOMO level (eV): -9.45
Structure (SMILES): ClP1N=NCO1